Molecular formula: C52H65BClN3O10P
Method: DFT, the ωB97M-V functional and the def2-TZVPD basis

Cartesian coordinates (Å):
C  -3.16674  -3.42042  2.03845
C  -2.77105  -2.75440  0.87278
C  -1.39175  -2.29898  0.26936
C  -1.50560  -2.74512  -1.29890
N  -0.65284  -3.90543  -1.68194
N  -1.07367  -4.59216  -2.86230
C  -0.02508  -4.43765  -3.94788
C  -0.11132  -3.04042  -4.73165
C  1.39847  -2.47020  -4.98702
C  -0.21935  -4.80425  -0.56069
C  -1.35762  -5.69351  0.10728
C  -2.78147  -5.79989  -0.57932
C  -3.98318  -6.27492  0.41825
C  -5.30371  -5.41488  0.00778
C  -6.67957  -6.15121  0.37298
C  -7.86184  -5.44833  -0.49700
C  -8.58631  -4.25416  0.32375
C  -8.36037  -2.80330  -0.35682
O  -6.95017  -2.40992  -0.31511
C  -6.78607  -1.06469  -0.70149
C  -5.30883  -0.46588  -0.85540
O  -7.73560  -0.26545  -0.91667
C  0.73165  -3.98570  0.48924
B  1.25993  -4.93372  1.74116
N  0.86855  -6.32280  2.07915
O  2.33634  -4.40482  2.59248
P  2.51541  -3.72454  -0.20126
O  2.60801  -3.31445  -1.82314
Cl  3.35433  -5.71318  -0.18795
C  -0.00323  -2.60204  0.99049
C  0.93937  -1.29023  0.72818
C  1.06068  -0.76741  -0.76700
O  0.26299  0.41254  -1.08544
C  -0.12682  -2.54046  2.61616
C  -0.97923  -1.29738  3.19150
O  -1.86620  -1.70548  4.28861
H  -4.15554  -3.10698  2.53800
H  -2.58388  -4.21340  2.61901
H  -3.67358  -2.42381  0.22724
H  -1.46249  -1.14547  0.20961
H  -2.60964  -2.88621  -1.59704
H  -1.18062  -1.83888  -1.93805
H  0.22891  -3.45476  -2.02689
H  -1.06104  -5.61823  -2.68876
H  1.02896  -4.71854  -3.58702
H  -0.29925  -5.25218  -4.71892
H  -0.52398  -3.24790  -5.78036
H  -0.78101  -2.27844  -4.21708
H  2.19743  -3.13211  -4.49631
H  1.43587  -1.39747  -4.57675
H  1.65528  -2.46610  -6.11029
H  0.52638  -5.53902  -1.05604
H  -0.94324  -6.77176  0.14690
H  -1.55583  -5.46344  1.22062
H  -2.72641  -6.64178  -1.37133
H  -3.18050  -4.88912  -1.12215
H  -4.22101  -7.38178  0.24080
H  -3.71250  -6.12024  1.51872
H  -5.27740  -5.33738  -1.14499
H  -5.23453  -4.33661  0.38556
H  -6.58108  -7.24684  0.08358
H  -6.87812  -5.97810  1.48367
H  -8.69118  -6.22246  -0.70000
H  -7.48580  -5.05101  -1.50267
H  -8.15084  -4.21360  1.37696
H  -9.71462  -4.38631  0.40015
H  -9.00966  -2.08021  0.26339
H  -8.72672  -2.81859  -1.44118
H  -5.33636  0.61480  -1.24242
H  -4.67954  -1.06261  -1.61671
H  -4.80334  -0.42800  0.16546
H  1.60599  -6.99258  1.78468
H  0.73210  -6.41802  3.09654
H  3.09955  -5.01881  2.54347
H  3.03172  -2.43509  -1.97724
H  0.52696  -0.35549  1.27670
H  1.97371  -1.41161  1.22831
H  2.15422  -0.40681  -0.89497
H  0.88470  -1.50704  -1.60500
H  -0.39349  0.60146  -0.38672
H  0.91206  -2.40518  3.09970
H  -0.69620  -3.43782  3.05492
H  -0.25756  -0.53708  3.68110
H  -1.56986  -0.70925  2.42419
H  -1.25812  -2.18945  4.89266
C  2.00661  3.16017  1.36929
C  2.33662  2.78177  0.06934
C  3.66913  2.60945  -0.28884
C  4.67853  2.82692  0.64957
C  4.34970  3.22974  1.94361
C  3.00903  3.38499  2.30549
C  5.41381  3.51230  2.93519
O  5.12649  3.86098  4.06644
C  6.82952  3.37278  2.52671
C  7.84300  3.69058  3.43156
C  9.17599  3.54995  3.06094
C  9.50180  3.08295  1.78945
C  8.49532  2.77047  0.88291
C  7.15677  2.92402  1.24655
C  6.09357  2.62283  0.26258
O  6.37624  2.21806  -0.85245
H  0.96580  3.28560  1.65085
H  1.55429  2.61884  -0.66440
H  3.91970  2.30950  -1.30150
H  2.74515  3.68523  3.31460
H  7.59646  4.05191  4.42471
H  9.96245  3.80263  3.76445
H  10.54205  2.96675  1.50360
H  8.75544  2.41184  -0.10767
C  3.54501  6.27510  0.74595
C  4.11549  6.40517  -0.51858
C  3.68263  7.40840  -1.37822
C  2.66782  8.27864  -0.97989
C  2.07985  8.13300  0.27676
C  2.52878  7.13604  1.14380
C  0.96781  9.01856  0.69312
O  0.45628  8.89378  1.79232
C  0.48225  10.05105  -0.25012
C  -0.60183  10.85479  0.10489
C  -1.05634  11.83610  -0.76932
C  -0.42474  12.02469  -1.99663
C  0.65199  11.22249  -2.35655
C  1.10161  10.22734  -1.48775
C  2.22598  9.35520  -1.89555
O  2.77662  9.51622  -2.97090
H  3.88908  5.49781  1.41926
H  4.90034  5.72450  -0.83346
H  4.13433  7.50815  -2.35994
H  2.08430  7.02652  2.12787
H  -1.09649  10.71548  1.06071
H  -1.90274  12.45650  -0.49329
H  -0.77540  12.79540  -2.67522
H  1.13687  11.37094  -3.31591

As for the LUMO energy: -2.682 eV. As for the spin multiplicity: 1. The charge is +1. As for the HOMO-LUMO gap: 8.15 eV.

***

Molecular formula: C6H9N
Method: DFT, the ωB97M-V functional and the def2-TZVPD basis

Cartesian coordinates (Å):
C  -1.16028  -0.43704  1.10057
C  -0.95802  -0.46376  -0.42999
C  -1.73973  -1.39351  -1.44206
C  -0.52903  -1.93884  -1.44806
C  0.34565  -0.75376  -1.04646
H  -2.22914  -0.57063  1.24226
H  -0.90380  0.53596  1.55729
H  -0.60700  -1.22762  1.64627
H  -2.73377  -1.79266  -1.76524
H  1.17130  -1.03151  -0.39349
H  0.61403  -0.20603  -1.94286
C  1.55394  2.29578  0.27162
N  0.66537  2.09741  1.14085
H  2.18123  1.45127  -0.01255
H  1.82508  3.30850  -0.04428
H  0.25776  3.00460  1.36153

As for the LUMO energy: 1.007 eV. The value obtained for the energy above the lowest of the compared OMol25 structures with the same formula, charge and spin is 5.882 eV. As for the spin multiplicity: 1. The charge is 0. As for the structure (SMILES): C[C@]12C=C1C2.C=N. As for the HOMO-LUMO gap: 9.03 eV.

***

Molecular formula: C14H6Cl4F3O4S
Method: DFT, the ωB97M-V functional and the def2-TZVPD basis

Cartesian coordinates (Å):
Cl  3.38357  0.13647  0.98191
C  2.00306  1.16893  1.05605
C  2.13838  2.46497  1.41224
Cl  3.67657  3.19758  1.55562
C  0.95122  3.32130  1.65349
O  1.08141  4.52835  1.82444
C  -0.38213  2.66325  1.63759
Cl  -1.67833  3.71452  2.03754
C  -0.54775  1.35524  1.33017
Cl  -2.12394  0.65951  1.48325
C  0.62808  0.47941  1.00122
O  0.81571  -0.78475  1.65263
F  2.21707  1.28993  -3.90427
C  2.16618  0.69613  -2.70458
F  2.37576  -0.63435  -2.84534
F  3.14026  1.20398  -1.91257
S  0.42656  1.03116  -1.95146
C  0.51486  -0.67218  0.27325
C  -0.71402  -1.54397  0.05103
C  -0.65713  -2.77511  0.70242
C  -1.79964  -3.54631  0.83073
C  -2.98765  -3.14849  0.20177
C  -2.97399  -2.02205  -0.62409
C  -1.81057  -1.26399  -0.76732
O  0.34213  2.48152  -1.75551
O  -0.42798  0.40104  -2.96102
H  1.28554  -0.89397  -0.47485
H  0.29351  -3.10942  1.12334
H  -1.75939  -4.45196  1.43495
H  -3.90720  -3.71413  0.35976
H  -3.87639  -1.73642  -1.16385
H  -1.79374  -0.49621  -1.53853

As for the LUMO energy: 1.810 eV. The value obtained for the energy above the lowest of the compared OMol25 structures with the same formula, charge and spin is 0.436 eV. As for the spin multiplicity: 1. The charge is -1. As for the HOMO-LUMO gap: 6.20 eV.

***

Molecular formula: C7H12NS2
Method: DFT, the ωB97M-V functional and the def2-TZVPD basis

Cartesian coordinates (Å):
C  1.71277  1.87899  0.62287
C  0.60467  1.17988  0.63785
C  -1.61371  -0.64491  -0.88876
C  -0.04811  -0.61626  -0.93660
C  2.20686  -0.56608  -0.10904
C  -2.26352  0.75640  -0.76511
C  0.36733  -1.07115  1.44083
N  0.71125  -0.26369  0.24687
S  3.12633  1.02350  -0.21532
S  -3.51795  1.04404  0.35933
H  1.84226  2.99937  0.63304
H  -1.95986  -1.01771  -1.92603
H  -2.10197  -1.14348  -0.04683
H  0.07110  -1.60115  -1.23939
H  0.09546  0.15557  -1.68279
H  2.85254  -1.19964  0.58349
H  2.38149  -1.09884  -1.08985
H  -1.56297  1.64512  -1.02262
H  1.02223  -0.84909  2.27546
H  -0.67217  -0.82627  1.66192
H  0.34841  -2.10199  1.15020
H  -3.60246  2.31736  0.31048

As for the LUMO energy (spin up / spin down): -6.034 / -6.155 eV. The value obtained for the energy above the lowest of the compared OMol25 structures with the same formula, charge and spin is 5.515 eV. As for the spin multiplicity: 1. The charge is +1. As for the HOMO-LUMO gap (spin up / spin down): 5.23 / 5.08 eV.

***

Molecular formula: C4H2N2S
Method: DFT, the ωB97M-V functional and the def2-TZVPD basis

Cartesian coordinates (Å):
C  -0.33443  -2.21800  0.66218
C  1.32906  -1.21056  -0.93238
C  -1.44747  -0.50073  -0.99971
C  0.16705  -1.02971  -0.02508
N  -0.89587  -2.95014  1.33147
N  2.16239  -1.22326  -1.69713
S  -2.24442  0.74744  -0.52612
H  -1.82452  -1.18348  -1.70341
H  0.40957  -0.26323  0.64438

As for the LUMO energy: -1.301 eV. The value obtained for the energy above the lowest of the compared OMol25 structures with the same formula, charge and spin is 2.386 eV. As for the spin multiplicity: 1. The charge is 0. As for the HOMO-LUMO gap: 8.52 eV.

***

no.,electronic energy (eV)
1,-102400.952
2,-7852.277
3,-91881.781
4,-30601.267
5,-17992.449